Record 1
{"formula": "C33H26CrN3O5", "method": "ωB97M-V with the def2-TZVPD basis set", "max_force_ev_per_a": 4.07, "gap_ev": [6.1816, 4.3420], "homo_ev": [-9.7, -10.0], "multiplicity": 3, "de_lowest_ev": 0.0000, "total_energy_ev": -77760.2048, "charge": 1, "s2": 2.069, "symbols": ["O", "C", "Cr", "C", "O", "C", "O", "C", "C", "C", "C", "C", "C", "C", "C", "C", "C", "C", "C", "C", "C", "C", "H", "H", "H", "H", "H", "H", "H", "H", "H", "H", "H", "C", "N", "C", "H", "C", "C", "C", "C", "N", "O", "O", "C", "C", "N", "C", "C", "C", "C", "C", "C", "C", "H", "H", "H", "H", "H", "H", "H", "H", "H", "H", "H", "H", "H", "H"], "positions_angstrom": [[4.0437, 2.7107, -4.4827], [3.9622, 1.6352, -4.0448], [3.7626, 0.0446, -3.0284], [2.3491, 1.0023, -2.2187], [1.5231, 1.6265, -1.6826], [4.8077, 0.9279, -1.7111], [5.3112, 1.6537, -0.9446], [5.1483, -1.3314, -3.9855], [4.0604, -1.1017, -4.8411], [2.7510, -1.2601, -4.3759], [2.4911, -1.6625, -3.0384], [1.1808, -1.5007, -2.4119], [0.0428, -1.3173, -1.9738], [-1.2482, -1.1589, -1.5354], [-2.2115, -0.4718, -2.3531], [-3.5709, -0.3463, -1.9579], [-4.4915, 0.3217, -2.7548], [-4.1085, 0.8746, -3.9871], [-2.7854, 0.7231, -4.4251], [-1.8523, 0.0559, -3.6301], [3.6094, -1.9143, -2.2057], [4.9154, -1.7620, -2.6725], [6.1691, -1.1592, -4.3345], [4.2443, -0.7698, -5.8659], [1.9013, -1.0297, -5.0267], [-1.6062, -1.7015, -0.6629], [-3.8830, -0.7881, -1.0066], [-5.5293, 0.4119, -2.4304], [-4.8375, 1.3958, -4.6037], [-2.4842, 1.1175, -5.3979], [-0.8260, -0.0755, -3.9767], [3.4136, -2.1894, -1.1659], [5.7557, -1.9451, -2.0009], [-1.7459, 2.2185, 1.1890], [-2.1124, 0.9893, 1.8604], [-1.2794, -0.2022, 1.8035], [-1.3007, -0.6129, 0.7390], [0.1785, 0.0313, 2.1650], [0.5135, 0.5585, 3.4233], [1.8436, 0.7830, 3.7525], [2.8539, 0.4633, 2.8239], [4.2270, 0.5792, 3.1954], [5.1230, 0.2045, 2.3989], [4.4866, 1.0501, 4.3311], [2.5132, -0.0457, 1.5518], [1.1802, -0.2704, 1.2310], [-1.9938, -1.0871, 2.7231], [-1.4462, -2.3456, 3.1866], [-3.0587, -0.4436, 3.3115], [-3.1364, 0.8522, 2.7659], [-4.0050, 1.8108, 3.3048], [-4.8126, 1.4414, 4.3881], [-4.7315, 0.1464, 4.9397], [-3.8438, -0.8027, 4.4162], [-2.4873, 2.9945, 1.3991], [-0.7553, 2.5697, 1.5161], [-1.7149, 2.0480, 0.1040], [-0.2649, 0.7923, 4.1448], [2.1458, 1.1850, 4.7106], [3.3011, -0.2670, 0.8360], [0.8866, -0.6860, 0.2596], [-2.1109, -2.7770, 3.9395], [-1.3668, -3.0558, 2.3545], [-0.4452, -2.2089, 3.6211], [-4.0305, 2.8139, 2.8826], [-5.5078, 2.1701, 4.8171], [-5.3640, -0.1179, 5.7937], [-3.7470, -1.7949, 4.8538]], "forces_ev_per_a": [[-0.166, -2.581, 0.651], [0.270, 2.413, -0.448], [0.173, 1.928, 0.657], [-1.092, 0.823, 0.810], [1.450, -1.138, -0.991], [0.941, 2.154, 1.512], [-1.105, -2.185, -1.834], [0.917, -0.113, -0.374], [0.062, -0.088, -0.362], [-1.510, -0.154, -0.832], [-0.400, 0.758, 0.697], [-0.625, -0.366, -0.404], [1.886, -0.724, -0.467], [-0.651, 0.064, -0.452], [-0.592, 0.325, -0.733], [0.391, 0.042, 0.053], [0.027, 0.092, -0.180], [0.288, -0.287, 0.284], [0.061, -0.189, 0.293], [-0.272, 0.106, 0.300], [-0.547, -0.872, 1.264], [0.373, -0.203, 0.127], [-0.425, -0.096, 0.136], [-0.161, -0.021, 0.431], [0.427, -0.119, 0.241], [0.111, 0.003, -0.208], [0.033, 0.139, -0.269], [0.301, -0.048, -0.052], [0.159, -0.117, 0.135], [-0.081, -0.122, 0.335], [-0.304, 0.109, 0.076], [0.213, 0.042, -0.401], [-0.298, 0.181, -0.182], [0.179, 0.233, -0.460], [-0.894, 0.351, 0.833], [-0.436, -0.520, -0.973], [-0.043, 0.489, 1.336], [0.453, 0.171, 0.296], [0.162, -0.074, -0.471], [0.643, -0.185, -0.376], [-2.299, -0.604, -1.005], [3.859, 0.528, 1.190], [-2.361, 0.712, 1.471], [-0.809, -0.969, -2.376], [0.512, 0.204, 0.635], [-0.608, 0.114, 0.294], [-0.788, 0.288, 0.696], [0.197, -0.388, -0.133], [1.204, -0.694, 0.133], [1.216, 0.665, -0.550], [-0.762, 0.086, 0.413], [0.470, 0.586, -0.950], [0.546, -0.972, -0.258], [-0.673, 0.138, 0.326], [0.181, -0.249, -0.043], [-0.296, -0.166, -0.034], [0.015, 0.065, 0.228], [0.075, 0.005, -0.054], [-0.113, -0.051, -0.016], [-0.109, 0.038, 0.174], [0.340, 0.256, 0.352], [0.188, 0.123, -0.193], [-0.011, 0.140, 0.145], [-0.295, 0.045, -0.086], [-0.114, -0.235, 0.232], [0.340, -0.292, -0.189], [0.325, 0.098, -0.367], [-0.150, 0.311, -0.034]], "mulliken_spin": [-0.0020, -0.0098, 0.1445, -0.0058, -0.0075, -0.0111, -0.0026, -0.0074, 0.0000, 0.0155, -0.0117, 0.2561, -0.0189, 0.3817, 0.0179, 0.1406, -0.0799, 0.1510, -0.0764, 0.1182, 0.0103, -0.0022, -0.0034, 0.0008, -0.0045, -0.0146, 0.0077, -0.0020, 0.0085, -0.0023, 0.0244, -0.0013, 0.0006, -0.0119, 0.2557, -0.1540, 0.1383, 0.0457, 0.0052, -0.0050, -0.0001, 0.0006, -0.0005, -0.0005, 0.0118, 0.0297, 0.2279, -0.0160, 0.1636, 0.1460, -0.0158, 0.0870, 0.1048, -0.0408, 0.0056, 0.0100, 0.0072, 0.0037, 0.0000, 0.0001, -0.0296, 0.0044, 0.0063, 0.0086, -0.0064, 0.0046, 0.0049, -0.0057]}

Record 2
{"formula": "C27H45ClF5PPt", "method": "ωB97M-V with the def2-TZVPD basis set", "max_force_ev_per_a": 6.78, "gap_ev": [5.5565, 7.1895], "homo_ev": [-5.1, -9.3], "multiplicity": 5, "total_energy_ev": -67370.6558, "s2": 6.012, "symbols": ["Pt", "P", "Cl", "C", "H", "H", "C", "C", "C", "H", "C", "H", "H", "C", "H", "H", "C", "H", "H", "C", "H", "H", "H", "H", "C", "C", "H", "C", "H", "H", "C", "H", "H", "C", "H", "H", "C", "H", "H", "H", "H", "C", "H", "C", "H", "H", "C", "H", "H", "C", "H", "H", "C", "H", "H", "H", "H", "C", "C", "H", "C", "H", "C", "H", "H", "C", "H", "H", "C", "H", "H", "H", "H", "F", "C", "F", "C", "F", "F", "F"], "positions_angstrom": [[0.2838, -1.2165, -1.5798], [0.4977, 1.9039, -1.5052], [0.7387, -0.9913, -3.8351], [0.3135, 0.6807, -0.2327], [-0.6412, 0.7127, 0.2943], [1.1802, 0.5254, 0.4169], [-0.8715, 1.6975, -2.7074], [2.1106, 1.6143, -2.3354], [-1.2393, 2.9384, -3.5330], [-0.4696, 0.9363, -3.4002], [-2.1933, 2.5145, -4.6528], [-1.7325, 3.6789, -2.8875], [-0.3458, 3.4177, -3.9588], [-3.4509, 1.8377, -4.1005], [-2.4647, 3.3918, -5.2499], [-1.6648, 1.8105, -5.3103], [-3.1326, 0.6918, -3.1333], [-4.0564, 2.5872, -3.5749], [-4.0601, 1.4578, -4.9263], [-2.1098, 1.0873, -2.0582], [-4.0494, 0.3393, -2.6442], [-2.7171, -0.1555, -3.6988], [-2.5540, 1.8114, -1.3567], [-1.8451, 0.1840, -1.4836], [0.4588, 3.5879, -0.7505], [3.3030, 2.0877, -1.4952], [2.1440, 0.5101, -2.3866], [4.6347, 1.7210, -2.1639], [3.2528, 3.1774, -1.3519], [3.2619, 1.6358, -0.4930], [4.7146, 2.1400, -3.6366], [5.4542, 2.1852, -1.6035], [4.7695, 0.6344, -2.0939], [3.4864, 1.7203, -4.4506], [4.8288, 3.2306, -3.6971], [5.6119, 1.7047, -4.0911], [2.1682, 2.1324, -3.7853], [3.5346, 2.1556, -5.4557], [3.4806, 0.6282, -4.5731], [2.0640, 3.2289, -3.8023], [1.3403, 1.7124, -4.3704], [-0.9272, 3.9313, -0.1898], [1.1592, 3.4812, 0.0978], [-0.8921, 5.2296, 0.6244], [-1.6475, 4.0390, -1.0151], [-1.2974, 3.1160, 0.4473], [-0.2767, 6.4032, -0.1519], [-1.9147, 5.4845, 0.9307], [-0.3154, 5.0546, 1.5445], [1.0431, 6.0467, -0.8462], [-0.9967, 6.7529, -0.9039], [-0.1085, 7.2412, 0.5347], [0.9737, 4.7338, -1.6392], [1.3369, 6.8578, -1.5237], [1.8351, 5.9569, -0.0901], [0.3025, 4.8605, -2.5018], [1.9676, 4.5056, -2.0463], [-1.6455, 1.3356, 2.3374], [-0.3255, 1.6577, 2.5713], [-2.2282, 1.8465, 1.5642], [0.3746, 1.1558, 3.7953], [0.2098, 2.4041, 1.9725], [-0.1696, -0.2031, 4.2762], [1.4589, 1.1041, 3.6290], [0.2365, 1.8807, 4.6141], [-1.6965, -0.2107, 4.3660], [0.1598, -0.9810, 3.5763], [0.2616, -0.4492, 5.2556], [-2.3764, 0.2569, 3.0663], [-2.0421, -1.2193, 4.6213], [-2.0267, 0.4435, 5.1813], [-2.4866, -0.6197, 2.4044], [-3.4040, 0.5844, 3.2790], [-1.5370, -1.9315, 0.5603], [-0.2378, -2.1880, 0.1349], [0.6002, -1.9061, 1.2005], [-0.1691, -3.7527, -0.0410], [-0.5113, -4.3314, 1.1283], [-1.0374, -4.1832, -0.9869], [1.0838, -4.1578, -0.3535]], "forces_ev_per_a": [[-0.169, 0.010, 1.211], [-0.107, -0.092, 0.675], [0.146, -0.231, -0.830], [0.362, -0.301, -1.338], [0.149, -0.019, -0.035], [-0.222, 0.234, -0.175], [0.367, -0.005, -0.144], [-0.047, -0.133, -0.068], [0.031, 0.020, -0.002], [-0.117, 0.349, 0.199], [0.034, -0.073, 0.024], [0.076, -0.100, -0.247], [-0.245, -0.165, 0.081], [-0.038, 0.052, 0.145], [0.007, -0.152, 0.001], [-0.051, 0.125, 0.025], [0.160, -0.036, -0.060], [0.029, -0.015, -0.042], [0.013, 0.074, 0.082], [-0.416, -0.057, 0.029], [0.150, 0.029, -0.141], [-0.069, 0.125, 0.089], [0.028, -0.204, -0.063], [-0.146, 0.291, -0.056], [0.305, 0.103, -0.270], [0.016, 0.241, 0.117], [0.076, 0.489, -0.042], [-0.070, -0.152, -0.053], [0.086, -0.223, -0.025], [0.012, 0.107, -0.187], [-0.074, 0.142, -0.028], [-0.077, -0.131, -0.060], [-0.009, 0.080, -0.006], [-0.023, -0.126, 0.154], [-0.028, -0.065, 0.028], [-0.075, 0.117, 0.088], [-0.007, 0.121, -0.030], [0.017, -0.095, 0.138], [-0.024, 0.140, 0.031], [0.082, -0.204, -0.006], [0.152, 0.111, 0.181], [-0.211, -0.076, 0.110], [-0.131, 0.017, -0.120], [0.129, 0.000, 0.012], [0.226, 0.006, 0.242], [0.122, 0.244, -0.244], [-0.097, -0.043, -0.067], [0.212, -0.027, 0.020], [-0.071, 0.007, -0.128], [0.022, -0.096, 0.066], [0.069, -0.073, 0.045], [-0.073, -0.075, -0.140], [-0.084, 0.144, -0.124], [-0.005, -0.096, 0.162], [-0.063, -0.002, -0.078], [0.137, 0.011, 0.231], [-0.297, 0.085, 0.102], [-6.410, -1.160, -1.077], [6.540, 1.227, 1.286], [0.165, -0.009, 0.453], [-0.339, 0.070, -0.197], [-0.338, -0.410, 0.187], [0.081, -0.040, -0.150], [-0.182, 0.061, 0.000], [-0.044, 0.095, 0.232], [-0.036, 0.119, 0.086], [-0.077, 0.072, 0.052], [-0.062, 0.055, -0.203], [0.270, -0.179, -0.145], [0.010, 0.179, -0.053], [0.152, 0.021, 0.011], [0.049, 0.010, 0.011], [0.131, -0.077, -0.111], [0.643, 0.013, -0.091], [-0.076, -1.185, -0.285], [-0.402, -0.078, -0.267], [-0.275, 0.606, 0.619], [0.122, -0.253, -0.387], [0.738, 0.246, 0.529], [-0.826, 0.207, 0.018]], "mulliken_spin": [1.4476, -0.2095, 0.0329, 0.3925, -0.1320, 0.0002, 0.0132, 0.0504, 0.0042, 0.0118, 0.0003, 0.0005, 0.0001, 0.0000, -0.0001, 0.0009, -0.0049, 0.0000, -0.0004, 0.0774, 0.0001, 0.0036, -0.0104, 0.0251, 0.0402, -0.0058, 0.0151, 0.0004, 0.0028, -0.0036, -0.0004, 0.0003, 0.0001, -0.0005, 0.0000, 0.0000, -0.0025, 0.0001, -0.0005, 0.0011, -0.0038, -0.0188, 0.0192, -0.0044, 0.0011, 0.0319, 0.0015, 0.0012, 0.0052, 0.0011, 0.0001, -0.0001, 0.0051, -0.0002, 0.0000, -0.0005, 0.0013, 0.9931, 0.5509, 0.0558, 0.0874, 0.1670, 0.0316, 0.0148, 0.0626, 0.0283, -0.0166, -0.0103, -0.0654, -0.0062, -0.0064, 0.0693, 0.0361, 0.0093, 0.2366, -0.0004, -0.0364, 0.0045, 0.0006, 0.0037]}